No. 1
Here is one molecule with the formula C5H11NOS from the OMol25 dataset. Energies are from ωB97M-V with the def2-TZVPD basis set.

Values from the calculation:
**Molecular weight**: 133.2 g/mol
**2S+1**: 3
**HOMO-LUMO gap (spin up / spin down)**: 5.967 / 7.014 eV
**⟨S²⟩**: 2.006
**HOMO (spin up / spin down)**: -5.3 / -9.6 eV
**Energy relative to the best compared isomer or geometry (same formula, charge and spin)**: 246.37 kJ/mol

The geometry in XYZ format:
```
19
C5H11NOS, DFT ωB97M-V with the def2-TZVPD basis set
C 1.27458 1.52977 0.07020
C 0.41300 0.37002 0.26993
C -0.83940 -1.56901 -0.59547
C -2.18385 0.40615 0.12096
C -0.79660 -0.00758 -0.46150
N 1.71049 0.21312 -0.33571
O 0.51264 0.11452 1.85841
S 3.14504 -0.50251 0.33659
H 1.05803 2.17396 -0.67428
H 1.76457 2.01069 0.80420
H -1.11479 -1.77522 0.41869
H 0.14143 -2.04612 -0.73734
H -1.53278 -2.06100 -1.30840
H -2.99833 0.25683 -0.65245
H -2.21678 1.41677 0.45670
H -2.47956 -0.29804 0.92114
H -0.74875 0.66791 -1.47171
H 1.23523 -0.53184 1.92339
H 3.65584 -0.36842 -0.94337
```



No. 2
Here is a 12-piece molecular cluster, C24H72O24 overall from the OMol25 dataset. Energies are from ωB97M-V with the def2-TZVPD basis set.

Values from the calculation:
**Molecular weight**: 744.8 g/mol
**HOMO-LUMO gap**: 9.777 eV
**HOMO**: -9.9 eV
**Energy relative to the best compared isomer or geometry (same formula, charge and spin)**: 741.61 kJ/mol
**SMILES**: OCCO.OCCO.OCCO.OCCO.OCCO.OCCO.OCCO.OCCO.OCCO.OCCO.OCCO.OCCO

The geometry in XYZ format:
```
120
C24H72O24, DFT ωB97M-V with the def2-TZVPD basis set
O 2.42487 7.85740 -3.98208
C 2.59476 6.55257 -3.61530
C 3.56404 6.41927 -2.44696
O 3.09392 7.13408 -1.28977
H 1.93588 8.21690 -3.23827
H 1.57808 6.27301 -3.33904
H 2.78771 5.84561 -4.42218
H 4.59310 6.71333 -2.65353
H 3.60596 5.36444 -2.17555
H 3.51538 6.67454 -0.55985
O -7.72817 3.88747 -3.19120
C -6.59247 4.69153 -2.93483
C -5.38328 4.49411 -3.91914
O -4.88105 3.14535 -3.93317
H -8.50825 4.19635 -2.72465
H -6.96681 5.71111 -2.84301
H -6.20548 4.46774 -1.94071
H -4.48700 5.07365 -3.69794
H -5.67131 4.83641 -4.91311
H -4.08034 3.27864 -3.42063
O -5.94211 -3.36854 2.32420
C -6.67434 -2.18491 2.15124
C -6.92888 -1.82265 0.67446
O -7.41242 -0.46652 0.57819
H -6.56718 -4.09705 2.33725
H -7.63591 -2.02672 2.63956
H -5.99768 -1.37811 2.43284
H -7.57393 -2.47469 0.08552
H -5.96399 -1.83384 0.16755
H -7.36732 -0.17981 -0.33688
O 5.68882 1.09827 -4.74973
C 6.76630 1.77190 -5.39696
C 8.10142 1.47217 -4.68970
O 9.20345 2.11637 -5.36675
H 4.83441 1.21522 -5.17152
H 6.85347 1.64573 -6.47612
H 6.49933 2.82359 -5.29309
H 8.35515 0.41630 -4.59550
H 8.03275 1.88031 -3.68133
H 9.64439 1.54946 -6.00376
O 0.16016 1.56405 -7.23892
C 0.21874 0.46929 -8.16586
C -0.92949 0.34511 -9.25033
O -1.00665 -0.86346 -9.95672
H -0.07809 2.35417 -7.72937
H 1.23543 0.39967 -8.55262
H 0.24649 -0.36448 -7.46432
H -0.97436 1.09943 -10.03587
H -1.90366 0.49624 -8.78532
H -1.74478 -0.89315 -10.56981
O 1.41371 -5.86117 2.49653
C 1.56087 -5.31752 1.25361
C 0.82465 -6.15817 0.27101
O -0.47662 -5.66529 0.27201
H 0.46133 -5.81757 2.60910
H 1.32576 -4.25321 1.26163
H 2.62440 -5.24712 1.02546
H 0.74182 -7.22310 0.48822
H 1.32122 -6.21255 -0.69778
H -0.51960 -4.82178 -0.18433
O 3.69678 -5.30081 8.08312
C 4.56254 -4.21140 8.43362
C 3.67371 -2.99755 8.68253
O 4.58499 -1.94043 9.09519
H 3.64646 -5.41663 7.13146
H 5.15438 -4.41043 9.32704
H 5.21774 -4.11594 7.56776
H 3.02174 -3.13434 9.54528
H 3.03975 -2.74166 7.83359
H 4.79992 -2.09660 10.01769
O -0.61314 1.91120 -0.85358
C 0.20929 1.54270 0.22822
C -0.56280 0.55353 1.21266
O 0.31451 0.39235 2.28642
H -0.10820 1.93716 -1.66964
H 1.01661 1.04685 -0.31072
H 0.67250 2.39679 0.72224
H -0.85986 -0.34035 0.66418
H -1.50028 0.92926 1.62260
H -0.13634 -0.30602 2.76665
O -1.99188 10.44186 2.16073
C -2.05011 9.24822 2.85933
C -2.35896 8.12102 1.82048
O -3.78001 8.15449 1.34872
H -2.22436 11.10364 2.81617
H -1.11830 8.99687 3.36594
H -2.77926 9.29018 3.66845
H -2.08749 7.08261 2.01051
H -1.77857 8.18270 0.89991
H -3.74285 8.28469 0.39831
O -3.24460 -3.76226 -3.27445
C -3.43239 -4.79177 -4.18864
C -4.58441 -5.74690 -3.83921
O -4.30431 -6.61275 -2.72238
H -3.91147 -3.08149 -3.39039
H -3.54711 -4.42508 -5.20868
H -2.50740 -5.36782 -4.21432
H -4.76913 -6.31225 -4.75264
H -5.52427 -5.23690 -3.62788
H -3.53197 -6.22918 -2.30053
O -2.13267 -6.99026 5.54734
C -2.79643 -6.17908 6.56149
C -2.06609 -4.85370 6.74454
O -1.99582 -4.11301 5.55916
H -2.63718 -7.06896 4.73439
H -3.85409 -6.04109 6.33694
H -2.85405 -6.66987 7.53303
H -1.07232 -5.00016 7.16769
H -2.59981 -4.26787 7.49291
H -2.74147 -4.28853 4.98055
O 7.89036 -0.94403 5.40994
C 7.82240 -1.11898 4.00621
C 6.39973 -1.25446 3.47502
O 5.56730 -0.15610 3.60267
H 7.09655 -0.60162 5.82737
H 8.36570 -0.30146 3.53232
H 8.38418 -2.04404 3.87678
H 5.96864 -2.17663 3.86472
H 6.43124 -1.53889 2.42326
H 4.65568 -0.44866 3.67303
```



No. 3
Here is C4H7N3 as an isolated structure from the OMol25 dataset. Energies are from ωB97M-V with the def2-TZVPD basis set.

Values from the calculation:
**Molecular weight**: 97.1 g/mol
**HOMO-LUMO gap (spin up / spin down)**: 7.567 / 7.911 eV
**HOMO (spin up / spin down)**: -8.7 / -9.0 eV
**Energy relative to the best compared isomer or geometry (same formula, charge and spin)**: 524.37 kJ/mol

The geometry in XYZ format:
```
14
C4H7N3, DFT ωB97M-V with the def2-TZVPD basis set
C 1.28910 -0.26811 1.53427
C -0.09634 -0.64102 -1.23086
C -1.95069 0.45958 -0.17326
C -0.47583 0.58737 0.20069
N -1.95859 -0.25366 -1.18597
N -0.09710 0.06263 1.34413
N 0.67575 -0.34247 -2.18152
H 0.65110 0.64348 -2.43744
H -0.12829 -1.67264 -0.88455
H -2.76034 1.00108 0.31677
H -0.10899 1.53936 -0.19582
H 1.41318 -1.35454 1.63743
H 1.58650 0.13779 2.50661
H 1.96053 0.10114 0.74952
```



No. 4
Here is an isolated ion of composition C5H9ClN3 and charge +1 from the OMol25 dataset. Energies are from ωB97M-V with the def2-TZVPD basis set.

Values from the calculation:
**Molecular weight**: 146.6 g/mol
**Net charge**: +1
**HOMO-LUMO gap**: 9.918 eV
**HOMO**: -14.1 eV
**Energy relative to the best compared isomer or geometry (same formula, charge and spin)**: 405.05 kJ/mol
**SMILES**: CC1(C)[C@H](Cl)N1N=C=[NH2+]

The geometry in XYZ format:
```
18
C5H9ClN3, DFT ωB97M-V with the def2-TZVPD basis set
C -1.64100 0.06415 0.08915
C -0.51798 -0.11144 -0.96601
C -0.74979 0.40503 -2.33891
C 0.52828 -1.20499 -0.80272
Cl 0.38307 -2.48635 0.48154
N 0.85995 0.07246 -0.37419
N 1.07814 0.35458 0.83796
C 1.23332 0.39035 1.98323
N 1.72495 0.91586 3.05440
H -2.32351 0.89559 -0.18380
H -1.18837 0.25215 1.04677
H -2.28818 -0.76475 0.13511
H -1.52884 -0.08069 -2.90415
H 0.07954 0.02462 -2.92888
H -1.02317 1.48274 -2.35773
H 1.08186 -1.50555 -1.66400
H 2.77667 0.87520 2.98400
H 1.51505 0.42103 3.90824
```



No. 5
Here is one molecule with the formula C3H7NO2S from the OMol25 dataset. Energies are from ωB97M-V with the def2-TZVPD basis set.

Values from the calculation:
**Molecular weight**: 121.2 g/mol
**HOMO-LUMO gap**: 9.030 eV
**HOMO**: -8.5 eV
**Energy relative to the best compared isomer or geometry (same formula, charge and spin)**: 575.61 kJ/mol
**SMILES**: CO/C(=N\O)SC

The geometry in XYZ format:
```
14
C3H7NO2S, DFT ωB97M-V with the def2-TZVPD basis set
C 1.76995 -1.67707 0.05821
O 1.58279 -0.11893 -0.06919
C 0.27449 0.27486 0.11964
N -0.00574 1.52835 0.24308
O 0.95666 2.45218 -0.03132
S -1.17680 -0.86232 0.03443
C -2.47468 0.34274 -0.02342
H 1.06569 -2.40864 -0.66653
H 2.83277 -1.55787 -0.43005
H 1.83929 -1.77172 1.34558
H 1.66001 1.90257 -0.40764
H -2.72274 0.60625 0.97734
H -3.51858 -0.13464 -0.65531
H -2.08311 1.42423 -0.49480
```



No. 6
Here is C4H7NO2 as an isolated structure from the OMol25 dataset. Energies are from ωB97M-V with the def2-TZVPD basis set.

Values from the calculation:
**Molecular weight**: 101.1 g/mol
**HOMO-LUMO gap**: 8.881 eV
**HOMO**: -8.8 eV
**Energy relative to the best compared isomer or geometry (same formula, charge and spin)**: 539.99 kJ/mol

The geometry in XYZ format:
```
14
C4H7NO2, DFT ωB97M-V with the def2-TZVPD basis set
C -1.01409 -0.24149 -0.70316
C -0.26290 0.77532 0.94534
N -0.91657 1.73404 1.31120
O 0.45136 -0.14152 1.53501
C 1.11618 -0.92967 0.54703
C 0.88772 -0.09908 -0.72528
O 1.15083 1.13564 -0.61516
H -1.71585 -0.67367 0.02085
H -1.43586 0.64320 -1.18408
H -0.90441 -1.01427 -1.47887
H -1.39544 2.33806 0.66166
H 2.17823 -0.95871 0.80400
H 0.68503 -1.93411 0.53303
H 1.17578 -0.63375 -1.65157
```



No. 7
Here is one molecule with the formula C2H2ClFO2 from the OMol25 dataset. Energies are from ωB97M-V with the def2-TZVPD basis set.

Values from the calculation:
**Molecular weight**: 112.5 g/mol
**HOMO-LUMO gap**: 11.646 eV
**HOMO**: -11.0 eV
**Energy relative to the best compared isomer or geometry (same formula, charge and spin)**: 21.37 kJ/mol
**SMILES**: O=C(O)[C@H](F)Cl

The geometry in XYZ format:
```
8
C2H2ClFO2, DFT ωB97M-V with the def2-TZVPD basis set
O -1.84262 -1.07421 -0.24266
C -0.69825 -0.82850 -0.02818
O 0.01853 -1.42275 0.92483
C 0.19971 0.26513 -0.74483
F 1.48442 -0.22801 -0.94954
Cl 0.20617 1.51951 0.50467
H 0.94421 -1.13044 0.79936
H -0.22489 0.70670 -1.65224
```



No. 8
Here is one molecule with the formula C3H3BrClFO from the OMol25 dataset. Energies are from ωB97M-V with the def2-TZVPD basis set.

Values from the calculation:
**Molecular weight**: 189.4 g/mol
**HOMO-LUMO gap**: 10.591 eV
**HOMO**: -10.5 eV
**Energy relative to the best compared isomer or geometry (same formula, charge and spin)**: 0.00 kJ/mol
**SMILES**: CC(=O)[C@@](F)(Cl)Br

The geometry in XYZ format:
```
10
C3H3BrClFO, DFT ωB97M-V with the def2-TZVPD basis set
C 1.16629 -0.80371 0.03752
C 0.14078 0.18889 0.49298
O 0.20651 0.60237 1.61153
C -1.01437 0.73108 -0.42962
F -0.86761 1.14138 -1.65531
Cl -2.08695 -0.76429 -0.59167
Br -2.01432 2.12006 0.54683
H 1.17669 -1.58807 0.84292
H 2.20860 -0.49777 0.13984
H 1.08440 -1.12994 -0.99502
```